C19H31BeClO5S4SbSi as an isolated structure. Source: OMol25; level of theory: ωB97M-V/def2-TZVPD.

Calculated values
- Total charge: -2
- Frontier orbital gap (spin up / spin down): 0.18137 / 0.23367 Eh
- Expectation value of S²: 0.7848
- ΔE to the lowest compared entry with this formula, charge and spin: 85.1 kJ/mol
- 2S+1: 2
- E_tot: -101135.0386 eV

Last column: natural (NBO) charge in e.
Cartesian coordinates (Å):
Be -2.5224 3.0776 0.8243  1.634
Cl -8.0683 3.9878 -3.0167  -0.086
C -6.7428 4.0040 -1.8614  -0.059
C -6.7581 4.9489 -0.8460  -0.293
C -5.7076 4.9456 0.0821  -0.298
C -4.6612 4.0412 -0.0041  0.351
O -3.6988 4.0372 0.9097  -0.971
C -4.6338 3.0964 -1.0921  -0.206
C -3.5484 2.2330 -1.2289  0.189
O -2.5134 2.2049 -0.4201  -0.921
C -5.7289 3.0880 -2.0029  -0.249
H -7.5626 5.6671 -0.7725  0.202
H -5.7064 5.6616 0.8941  0.209
H -3.5193 1.5105 -2.0456  0.138
H -5.7499 2.3597 -2.8032  0.204
S 1.6048 5.7404 2.6229  -0.861
Sb 0.6783 3.9343 3.6331  0.966
S -1.7573 4.3498 3.7234  -0.439
S -1.2593 2.8001 2.3587  -0.561
C 4.6313 -1.4138 1.9208  -0.611
C 3.3740 -0.5524 1.7682  0.280
C 3.7150 0.7477 1.0349  -0.642
C 2.8086 -0.2180 3.1532  -0.651
O 2.4537 -1.3413 1.0267  -0.954
Si 1.0537 -0.8684 0.2270  2.108
S -0.1791 0.3662 1.2871  -0.991
O 1.5103 -0.2164 -1.2275  -0.932
C 1.9911 -0.8359 -2.4050  0.279
C 3.0337 -1.9181 -2.0980  -0.639
C 2.6392 0.2598 -3.2534  -0.611
C 0.8165 -1.4464 -3.1797  -0.636
O 0.4525 -2.3645 -0.1938  -0.956
C -0.1191 -3.4261 0.5517  0.285
C -0.6266 -3.0127 1.9335  -0.651
C 0.9537 -4.5097 0.7188  -0.627
C -1.3004 -3.9461 -0.2720  -0.617
H 5.3947 -0.8842 2.4951  0.190
H 5.0357 -1.6689 0.9389  0.200
H 4.3778 -2.3417 2.4368  0.201
H 4.4346 1.3304 1.6127  0.195
H 2.8063 1.3376 0.9042  0.248
H 4.1295 0.5371 0.0468  0.199
H 3.4679 0.4838 3.6699  0.189
H 2.7042 -1.1286 3.7487  0.191
H 1.8235 0.2288 3.0243  0.267
H 3.8673 -1.4857 -1.5423  0.207
H 3.4080 -2.3566 -3.0264  0.186
H 2.5836 -2.6946 -1.4816  0.233
H 3.4658 0.7225 -2.7117  0.206
H 1.9086 1.0375 -3.4771  0.215
H 3.0159 -0.1636 -4.1874  0.184
H 0.2798 -2.1257 -2.5219  0.239
H 1.1715 -1.9825 -4.0635  0.181
H 0.1289 -0.6550 -3.4823  0.210
H 0.2092 -2.7074 2.5639  0.220
H -1.1582 -3.8429 2.4065  0.185
H -1.2924 -2.1588 1.8403  0.255
H 1.8369 -4.0492 1.1631  0.229
H 1.2355 -4.9330 -0.2485  0.194
H 0.5900 -5.3072 1.3706  0.187
H -2.0126 -3.1314 -0.4081  0.223
H -1.7985 -4.7733 0.2385  0.187
H -0.9664 -4.2795 -1.2569  0.197

Cartesian forces, eV/Å:
-0.4 0.3 -0.7
-0.1 0.0 -0.1
0.0 0.0 0.0
0.0 0.0 0.0
0.0 0.0 -0.1
-0.1 0.1 0.0
0.1 0.2 0.3
-0.1 0.1 0.0
0.1 -0.2 0.0
0.2 -0.1 0.0
0.1 0.0 0.1
0.0 0.0 0.0
0.1 0.0 0.0
-0.1 0.1 0.0
0.0 0.0 0.0
-0.1 -0.4 0.2
-0.1 0.4 -0.4
0.1 0.2 0.2
0.2 0.0 0.7
-0.1 0.1 -0.1
0.2 0.0 0.1
-0.2 -0.1 0.0
0.0 -0.1 -0.2
0.2 0.0 0.1
-0.4 0.4 0.7
0.5 -0.7 -0.4
0.1 -0.1 -0.3
0.1 -0.1 -0.2
-0.1 0.1 0.1
-0.1 0.0 0.1
0.0 0.1 0.2
-0.2 -0.2 -0.1
0.0 -0.3 0.0
0.1 0.2 -0.2
-0.1 0.2 -0.1
0.1 0.1 0.0
0.0 0.0 0.0
0.0 0.0 0.0
0.0 0.0 0.0
0.0 0.0 0.0
0.0 0.1 0.0
0.0 0.0 0.0
0.0 0.0 0.1
0.0 0.0 0.0
0.0 0.1 0.1
0.0 0.0 0.0
0.0 0.0 0.0
0.0 -0.1 0.0
0.0 0.0 0.0
0.0 0.0 0.0
0.0 0.0 0.0
0.0 -0.1 0.0
0.0 0.0 0.0
0.0 0.0 0.0
0.0 0.0 0.1
0.1 -0.1 0.0
0.0 0.1 0.1
0.0 0.0 0.0
0.0 0.0 0.0
0.0 -0.1 0.0
0.0 0.0 0.0
0.0 0.0 0.0
0.0 0.0 0.0

---

A 8-piece molecular cluster, C33H69F5N9O18P3 overall at a distorted geometry. Source: OMol25; level of theory: ωB97M-V/def2-TZVPD.

Calculated values
- Total charge: 0
- Frontier orbital gap: 0.30504 Eh
- SMILES: CN(C)P(=O)(N(C)C)N(C)C.CN(C)P(=O)(N(C)C)N(C)C.CN(C)P(=O)(N(C)C)N(C)C.O=C1OC[C@@H](F)O1.O=C1OC[C@@H](F)O1.O=C1OC[C@@H](F)O1.O=C1OC[C@@H](F)O1.O=C1OC[C@@H](F)O1
- ΔE to the lowest compared entry with this formula, charge and spin: 9.3 kJ/mol
- E_tot: -127056.6380 eV

Last column: Löwdin charge in e.
Cartesian coordinates (Å):
C -1.7219 0.3190 -8.7094  -0.148
N -2.0270 -0.8485 -7.9645  -0.280
C -3.4326 -0.8997 -7.4432  -0.081
P -0.9983 -2.1913 -7.7523  0.572
O -1.7078 -3.3830 -7.3092  -0.267
N -0.0829 -2.3901 -9.1959  -0.288
C -0.7139 -2.5551 -10.4567  -0.149
C 1.3350 -2.7077 -9.1456  -0.121
N 0.1020 -1.5765 -6.6529  -0.343
C 0.8524 -0.4211 -6.8043  -0.151
C -0.0864 -1.9523 -5.3259  -0.149
H -0.8187 0.8500 -8.4088  0.057
H -2.5292 1.0506 -8.6760  0.083
H -1.4768 0.1114 -9.7510  0.065
H -3.3673 -0.7961 -6.3600  0.073
H -3.9399 -1.8213 -7.7283  0.075
H -4.0520 -0.0483 -7.7253  0.071
H -0.0242 -2.1463 -11.1951  0.081
H -0.9346 -3.5600 -10.8165  0.084
H -1.5896 -1.9563 -10.7072  0.074
H 1.6723 -2.9568 -8.1395  0.075
H 1.7913 -3.4454 -9.8056  0.087
H 1.8960 -1.7838 -9.2860  0.067
H 1.2202 -0.1045 -7.7803  0.081
H 0.1785 0.3962 -6.5477  0.080
H 1.7160 -0.4503 -6.1399  0.095
H -0.5099 -1.1092 -4.7802  0.090
H 0.7979 -2.3506 -4.8283  0.087
H -0.7892 -2.7688 -5.1598  0.080
C -4.1660 -11.6616 2.3494  -0.098
N -4.3959 -10.3705 1.6082  -0.283
C -5.7460 -9.8831 1.5533  -0.159
P -3.0047 -9.3291 1.2264  0.636
O -1.7371 -10.0312 1.5503  -0.306
N -3.0628 -8.9674 -0.4322  -0.319
C -2.2082 -9.5781 -1.4142  -0.120
C -4.0580 -8.1764 -1.0353  -0.163
N -3.2951 -7.8125 2.0197  -0.288
C -3.3945 -7.7596 3.4970  -0.102
C -2.6951 -6.6358 1.3173  -0.114
H -3.6103 -11.4979 3.2727  0.067
H -3.5318 -12.3647 1.8096  0.069
H -5.1229 -12.1446 2.5468  0.070
H -6.4305 -10.6801 1.8435  0.074
H -6.2009 -9.6410 0.5928  0.058
H -5.8985 -8.9509 2.0973  0.069
H -1.7054 -10.4091 -0.9194  0.073
H -2.6518 -9.8925 -2.3589  0.084
H -1.3764 -8.9660 -1.7628  0.078
H -4.9543 -8.7917 -1.1136  0.081
H -4.2641 -7.1910 -0.6174  0.068
H -3.7952 -7.7666 -2.0105  0.092
H -3.8981 -6.8543 3.8360  0.076
H -3.9487 -8.6050 3.9048  0.074
H -2.3841 -7.7001 3.9015  0.079
H -1.6242 -6.4944 1.4636  0.083
H -3.2924 -5.7453 1.5132  0.085
H -2.7968 -6.7320 0.2363  0.037
C 7.2344 5.9744 2.5977  -0.114
N 7.2311 7.4630 2.5992  -0.311
C 8.4780 8.2765 2.5729  -0.109
P 5.6413 8.2237 2.6950  0.631
O 4.6248 7.4699 3.5691  -0.346
N 5.9729 9.7063 3.5497  -0.299
C 6.1902 9.7499 5.0659  -0.079
C 6.0481 11.0240 2.9637  -0.153
N 5.3157 8.4502 1.0737  -0.299
C 5.8602 7.6101 -0.0895  -0.065
C 3.9337 8.7427 0.7414  -0.153
H 6.5129 5.6060 1.8683  0.060
H 7.0128 5.5700 3.5853  0.072
H 8.2118 5.6105 2.2809  0.074
H 9.3492 7.6215 2.5632  0.073
H 8.5867 9.0222 3.3605  0.061
H 8.5592 8.8160 1.6293  0.064
H 5.2486 9.5114 5.5605  0.072
H 6.9981 9.1376 5.4668  0.068
H 6.4496 10.7613 5.3786  0.069
H 7.0526 11.4284 2.8390  0.074
H 5.5098 10.9546 2.0185  0.063
H 5.5303 11.7705 3.5660  0.076
H 6.9338 7.5077 0.0684  0.067
H 5.3510 6.6464 -0.0937  0.078
H 5.7231 8.1273 -1.0391  0.081
H 3.8100 9.4140 -0.1084  0.082
H 3.4866 9.3093 1.5582  0.077
H 3.4033 7.8030 0.5871  0.085
O -8.3189 5.5025 5.5891  0.155
C -7.1575 5.6003 5.2515  -0.588
O -6.1270 4.9578 5.7265  0.125
C -4.9763 5.2263 5.0218  -0.076
C -5.3980 6.4580 4.2182  -0.298
F -5.1729 6.1409 2.9199  0.069
O -6.7711 6.5449 4.4235  0.159
H -4.1404 5.6369 5.5881  0.133
H -4.4567 4.4198 4.5044  0.148
H -5.0046 7.4279 4.5225  0.173
O 3.9621 0.6548 8.1413  0.153
C 4.0930 1.7135 8.7218  -0.611
O 4.5527 2.8204 8.2427  0.069
C 5.3873 3.4328 9.3266  0.030
C 4.2117 3.3760 10.3621  -0.275
F 3.2263 4.2359 10.2604  0.116
O 3.8138 1.9597 10.0389  0.082
H 6.1826 2.7567 9.6403  0.139
H 5.7972 4.4302 9.1678  0.137
H 4.4812 3.3769 11.4183  0.161
O 6.1787 -9.1116 0.9921  0.092
C 5.5154 -8.2125 0.3909  -0.554
O 4.4855 -8.5015 -0.3911  0.093
C 3.8370 -7.3670 -0.8456  -0.072
C 4.8051 -6.3677 -0.4063  -0.358
F 4.0034 -5.6074 0.3163  0.100
O 5.6634 -6.9518 0.4945  0.208
H 3.9899 -7.4608 -1.9207  0.148
H 2.8255 -7.3253 -0.4416  0.161
H 5.3792 -5.8712 -1.1886  0.181
O -11.8652 0.6660 -1.8996  0.124
C -11.0114 1.5539 -2.1135  -0.506
O -9.8508 1.4037 -2.7182  0.098
C -8.9300 2.3509 -2.3361  -0.079
C -9.8685 3.4908 -1.8658  -0.386
F -10.1607 4.2674 -2.8374  0.140
O -10.9502 2.7256 -1.4809  0.155
H -8.1542 2.0476 -1.6332  0.141
H -8.3488 2.7729 -3.1560  0.138
H -9.3049 4.1235 -1.1801  0.175
O -1.9671 1.5769 0.9582  0.155
C -0.7720 1.5141 1.0838  -0.494
O -0.0559 0.8410 2.1068  0.032
C 1.4031 1.0909 1.9662  -0.023
C 1.4046 2.0191 0.7853  -0.289
F 2.2206 1.5618 -0.2159  0.053
O 0.0580 2.2472 0.2988  0.131
H 1.8481 1.5735 2.8364  0.133
H 1.8664 0.1047 1.9378  0.139
H 1.8020 2.9936 1.0692  0.163

Cartesian forces, eV/Å:
1.1 0.9 -1.1
-1.6 -1.1 -0.1
0.9 -0.3 0.5
0.8 1.8 -1.5
-0.6 -0.5 0.6
-0.9 0.1 2.0
0.2 0.5 -2.1
1.0 1.1 1.1
-0.1 -3.4 -2.3
0.5 2.4 -0.1
-0.8 -0.8 2.4
0.0 0.1 0.6
0.0 -0.2 0.0
-0.4 -0.1 -0.4
-0.3 -0.5 0.2
0.1 0.0 0.2
0.4 0.0 -0.6
0.3 -0.1 -0.3
0.0 -0.4 0.5
-0.3 0.1 1.0
-0.5 -0.4 0.1
-0.9 -0.2 -0.3
0.2 0.2 -0.6
-0.1 -0.9 -0.4
0.3 0.7 0.6
0.0 0.2 0.1
0.2 0.2 0.6
0.5 0.5 0.0
-0.2 0.1 -0.7
0.5 0.9 -0.4
2.1 0.4 -0.2
-0.9 0.2 -0.2
-1.1 -0.7 0.4
-0.8 0.2 -0.1
0.7 0.5 0.9
1.8 -1.0 0.6
-1.8 1.0 -0.7
0.0 -0.8 -1.8
0.6 0.3 -0.8
-0.6 -0.5 0.0
-0.3 0.1 0.3
-0.1 0.1 -0.4
0.1 0.2 0.0
0.1 0.2 0.7
0.8 0.0 -0.8
-0.1 -0.1 0.6
-0.1 -0.3 -0.3
-0.8 -0.2 0.4
0.1 0.7 0.3
-0.5 0.6 -0.4
-0.5 -0.4 1.1
0.4 -0.9 -0.5
-0.2 0.1 -0.3
0.2 -0.1 -0.2
0.0 -0.3 0.3
0.0 0.1 0.6
0.3 0.1 0.6
0.2 -0.3 0.3
0.4 1.1 0.0
-1.5 0.7 0.5
-0.6 -0.7 -0.7
1.5 -1.2 3.4
2.1 1.1 -2.4
0.4 -0.5 0.5
-0.7 -0.3 -1.2
-0.6 -0.2 -0.6
-0.1 -0.1 -1.5
0.6 0.9 2.0
-0.5 0.7 0.8
-0.1 -0.1 0.1
-0.1 -0.1 0.0
0.1 0.1 0.0
-0.1 -0.2 0.3
-0.3 -0.3 0.3
-0.1 0.2 -0.2
0.1 -0.3 0.1
-0.1 -0.4 -0.4
-0.1 0.1 -0.5
0.3 -0.2 -0.3
0.4 0.4 -0.3
-0.3 -0.1 0.2
-0.1 -0.3 0.0
0.1 -0.1 -0.1
-0.3 0.2 0.2
0.4 -0.3 -0.4
-0.3 -0.3 0.2
-0.4 0.1 -0.1
2.0 -0.6 -0.3
-4.2 0.6 1.2
0.5 -2.6 1.7
2.2 2.3 0.0
-0.3 -1.0 -0.7
0.2 0.8 -0.9
0.4 1.1 -1.4
-0.3 -0.4 1.3
-1.1 -0.3 -0.6
0.6 -0.2 -0.5
-0.1 2.0 1.2
-0.9 -2.7 0.7
3.4 2.7 -2.0
-2.9 0.2 0.7
2.3 -3.2 0.6
-1.0 0.7 -1.1
-0.6 0.9 1.0
-0.1 -0.1 -0.2
-0.5 -0.2 -0.8
0.3 -0.4 -0.1
-2.4 3.9 -2.5
2.2 -7.5 3.2
0.0 -3.1 0.5
1.1 -2.1 -2.6
-0.7 1.6 0.1
-0.6 3.7 1.5
1.7 2.2 0.2
-1.4 0.2 -0.3
0.2 0.4 -0.3
-0.2 0.5 0.2
2.8 3.7 -1.5
-2.0 -3.7 2.5
0.6 -2.6 -1.9
0.8 2.5 -0.4
3.4 -3.0 1.9
-1.6 2.5 -3.5
-2.2 1.9 1.7
-0.6 -0.5 0.5
-0.3 -0.4 -0.6
-1.0 -0.4 1.3
1.9 -0.8 0.5
-1.0 0.2 1.1
-0.3 1.0 -1.2
-2.3 -0.7 0.5
0.8 1.3 -1.0
-0.5 -0.1 -0.1
1.9 -1.4 1.2
-0.6 0.2 0.2
0.1 0.2 -0.9
-0.1 0.1 -0.2